(1)
Below is an isolated molecule of C14H21N3O5 at a distorted geometry, with properties calculated with ωB97M-V/def2-TZVPD.

The value obtained for the energy relative to the best compared isomer or geometry (same formula, charge and spin) is 392.3 kcal per mole. As for the LUMO energy: 0.64 eV. The value obtained for the HOMO energy is -7.0 eV. The value obtained for the molar mass is 311.34 g mol⁻¹. The SMILES is CCOC(=O)N1CCN(c2c(NCCOC)c(=O)c2=O)CC1. The calculation puts the maximum force at 19.2 eV/A.

Last column: natural (NBO) charge in e.
Atoms and positions in Å:
C (2.98819, -1.18879, 4.33051)  -0.6444
C (1.60456, -0.83347, 3.59529)  -0.0750
H (1.40431, 0.16184, 3.56689)  0.2050
H (0.90370, -1.38732, 4.15354)  0.1961
O (1.73297, -1.10296, 2.28894)  -0.4496
C (2.20308, -0.44886, 1.51616)  0.9366
O (2.62480, 0.62093, 1.88414)  -0.7195
N (2.25364, -1.00244, 0.08379)  -0.5142
C (2.68176, -0.22209, -1.00486)  -0.2339
H (3.13032, 0.67529, -0.58003)  0.2590
H (3.26035, -1.02252, -1.65656)  0.1812
C (1.48942, 0.21256, -1.76211)  -0.2395
N (0.40362, -0.57030, -1.80734)  -0.3932
C (-0.98883, -0.61670, -1.65125)  0.0225
C (-1.66407, 0.67369, -1.70434)  0.2021
N (-1.60081, 1.87456, -1.82473)  -0.5426
H (-0.68681, 2.32752, -2.05711)  0.3907
C (-2.35495, 2.91788, -1.13403)  -0.2489
H (-3.43093, 2.63083, -1.45329)  0.2468
C (-1.95339, 2.82364, 0.31593)  -0.0534
O (-0.40301, 2.81725, 0.25705)  -0.5921
C (-0.00331, 2.46042, 1.72497)  -0.2928
H (-0.19575, 3.41483, 2.18245)  0.1828
H (-0.54190, 1.66002, 2.22821)  0.1862
H (1.22765, 2.38368, 1.26975)  0.2602
H (-2.28794, 3.84981, 0.67133)  0.1789
H (-2.38080, 2.23292, 0.83862)  0.1602
H (-2.14278, 3.75962, -1.81465)  0.2195
C (-2.95044, -0.17169, -1.06546)  0.4132
O (-4.12790, 0.17374, -0.79129)  -0.5984
C (-2.06925, -1.47354, -1.37842)  0.4480
O (-2.14055, -2.52991, -1.21526)  -0.5428
C (0.81601, -2.15389, -1.60150)  -0.2488
H (1.64399, -2.22282, -2.27233)  0.1902
H (0.05185, -2.77785, -1.64602)  0.2272
C (1.37940, -2.41903, -0.25264)  -0.1733
H (0.70731, -2.29618, 0.42768)  0.1855
H (1.92377, -3.22825, 0.07997)  0.2108
H (1.62611, 0.58628, -2.70849)  0.1888
H (0.94676, 0.93691, -1.07028)  0.2080
H (3.68281, -0.56789, 3.88693)  0.2232
H (3.27552, -2.42193, 4.43082)  0.2150
H (3.12502, -0.88475, 5.44563)  0.2245

---

(2)
Below is a structure of composition C14H22CaN2S, with properties calculated with ωB97M-V/def2-TZVPD.

As for the LUMO energy: -6.94 eV. As for the total charge: +2. The value obtained for the HOMO energy is -15.9 eV. The value obtained for the molar mass is 290.49 g mol⁻¹. The calculation puts the maximum force at 0.3 eV/A.

Last column: natural (NBO) charge in e.
Atoms and positions in Å:
Ca (-0.77118, 0.29145, 0.27906)  1.8186
C (-4.13877, 0.89249, -3.37754)  -0.6026
C (-3.58139, -0.01011, -2.26715)  -0.2599
C (-3.93432, -1.47202, -2.52275)  -0.6169
C (-2.08348, 0.22401, -2.10590)  -0.0504
C (-1.57792, 1.53188, -1.95238)  -0.2703
C (-0.20683, 1.79256, -1.89436)  -0.2765
C (0.73977, 0.75554, -1.98112)  -0.0518
C (2.21778, 1.04724, -2.00906)  -0.6473
C (0.24163, -0.55020, -2.10626)  -0.2927
C (-1.13630, -0.81004, -2.16927)  -0.2273
H (-5.19180, 0.66304, -3.53670)  0.2465
H (-3.61079, 0.71759, -4.31789)  0.2235
H (-4.07470, 1.95362, -3.13663)  0.2143
H (-4.05970, 0.28901, -1.32739)  0.2182
H (-3.49471, -1.82933, -3.45748)  0.2220
H (-5.01504, -1.56931, -2.61338)  0.2521
H (-3.62068, -2.13517, -1.71428)  0.2053
H (-2.26488, 2.36770, -1.95366)  0.2638
H (0.13473, 2.81992, -1.86599)  0.2636
H (2.62581, 1.18397, -1.00690)  0.2309
H (2.41528, 1.96438, -2.56140)  0.2584
H (2.76684, 0.23600, -2.48191)  0.2507
H (0.93625, -1.36872, -2.24666)  0.2601
H (-1.46461, -1.82449, -2.35074)  0.2574
S (-0.49881, 0.33995, 2.88002)  -0.5390
C (1.12944, -0.09920, 3.32786)  0.3780
N (2.04410, 0.84158, 3.51203)  -0.5580
C (3.38672, 0.58062, 4.06779)  -0.2253
C (3.80784, -0.82783, 3.69961)  -0.4293
C (2.72956, -1.80346, 4.12666)  -0.2254
N (1.43502, -1.36517, 3.56854)  -0.5574
H (1.73448, 1.79313, 3.39732)  0.4325
H (3.35020, 0.70535, 5.15018)  0.2242
H (4.06645, 1.32700, 3.66664)  0.2378
H (4.75062, -1.07600, 4.18115)  0.2633
H (3.95940, -0.89648, 2.62026)  0.2142
H (2.64848, -1.84259, 5.21309)  0.2241
H (2.92553, -2.80975, 3.76776)  0.2384
H (0.67995, -2.02817, 3.49881)  0.4322

---

(3)
Below is an isolated molecule of C14H22Cl6Si2 at a distorted geometry, with properties calculated with ωB97M-V/def2-TZVPD.

As for the LUMO energy: 0.28 eV. The value obtained for the HOMO energy is -9.8 eV. The value obtained for the molar mass is 459.22 g mol⁻¹. The SMILES is Cl[Si](Cl)(Cl)CC[C@]12C[C@H]3C[C@H](C[C@](CC[Si](Cl)(Cl)Cl)(C3)C1)C2. The calculation puts the maximum force at 2.5 eV/A.

Last column: natural (NBO) charge in e.
Atoms and positions in Å:
Cl (0.84910, -2.82831, -2.08757)  -0.3686
Cl (1.40693, -2.88968, 1.18382)  -0.3679
Cl (3.85869, -4.29240, -0.76829)  -0.3372
Cl (-1.65393, -0.65140, 3.87798)  -0.3683
Cl (-4.55968, -2.18530, 3.65209)  -0.3512
Cl (-4.04139, 0.71216, 2.00771)  -0.3783
C (-0.27148, 2.85038, -0.83877)  -0.4092
C (1.39877, 1.11349, -1.47850)  -0.4223
C (0.93413, 1.63129, 0.95157)  -0.4045
C (-1.09236, 0.61667, -1.82552)  -0.4212
C (-1.55772, 1.16456, 0.56143)  -0.4091
C (0.28632, -0.51900, 0.06938)  -0.4709
C (2.74098, -0.12611, 0.43698)  -0.4015
C (-2.06793, -1.22863, -0.36732)  -0.4166
C (0.00036, 1.73093, -1.86761)  -0.1982
C (-0.43846, 2.26956, 0.53767)  -0.2162
C (1.40114, 0.49091, -0.04488)  -0.0142
C (-1.13557, -0.03586, -0.41348)  0.0162
C (3.20127, -1.07979, -0.64624)  -0.9331
C (-2.13099, -1.84625, 1.03261)  -0.8893
Si (2.40033, -2.77381, -0.62536)  1.4779
Si (-3.09625, -1.09986, 2.52791)  1.4439
H (0.60756, 3.55309, -0.83788)  0.2054
H (-1.16165, 3.43276, -1.21190)  0.2094
H (1.59443, 0.34864, -2.30284)  0.2004
H (2.23855, 1.80861, -1.49892)  0.2108
H (0.85631, 1.12628, 1.93470)  0.2058
H (1.70725, 2.40991, 1.08614)  0.2050
H (-0.95524, -0.09717, -2.63747)  0.2093
H (-2.16014, 0.97520, -1.98465)  0.2091
H (-1.60678, 0.73499, 1.54492)  0.2008
H (-2.50811, 1.63977, 0.37613)  0.2167
H (0.18841, -0.80379, 1.14150)  0.2149
H (0.46698, -1.45623, -0.45413)  0.2220
H (2.79739, -0.65843, 1.40982)  0.2306
H (3.52516, 0.69395, 0.45068)  0.2117
H (-3.06766, -0.93532, -0.55099)  0.2137
H (-1.80034, -2.01259, -1.05659)  0.2199
H (0.09294, 2.11555, -2.86214)  0.2133
H (-0.72680, 3.01641, 1.29478)  0.2162
H (4.27173, -1.33176, -0.47964)  0.2552
H (3.11326, -0.61158, -1.63710)  0.2612
H (-2.77396, -2.74575, 0.95287)  0.2459
H (-1.13154, -2.22609, 1.44710)  0.2625

---

(4)
Below is a structure of composition C14H22ClO5PPb at a distorted geometry, with properties calculated with ωB97M-V/def2-TZVPD.

As for the LUMO energy (alpha / beta): -10.92 / -10.85 eV. As for the total charge: +2. The value obtained for the HOMO energy (alpha / beta) is -14.6 / -14.6 eV. The value obtained for the molar mass is 543.95 g mol⁻¹. The calculation puts the maximum force at 3.2 eV/A.

Last column: natural (NBO) charge in e.
Atoms and positions in Å:
Cl (3.06356, 1.75719, -0.79735)  -0.5971
C (1.93688, -1.58166, -3.66652)  -0.1154
C (1.59726, -2.76835, -2.95118)  -0.0618
C (2.63569, -3.05757, -2.04361)  -0.1933
H (0.69555, -3.35444, -3.13094)  0.2769
C (3.64143, -2.05100, -2.17488)  0.2246
C (3.21190, -1.15064, -3.21335)  -0.1830
H (3.79468, -0.29478, -3.58240)  0.2950
H (1.34140, -1.11146, -4.45770)  0.2808
H (2.70300, -3.92075, -1.38475)  0.2817
C (4.89414, -1.94802, -1.39348)  -0.7196
Pb (1.74113, -0.39419, -0.62747)  1.2429
C (-0.56670, -2.20929, -0.93313)  0.4880
C (0.48181, 1.14700, -2.34987)  0.4912
O (-1.58050, -2.54238, -0.53247)  -0.3878
O (0.13542, 2.16818, -2.71902)  -0.3661
H (4.76763, -2.34205, -0.37806)  0.2705
H (5.24074, -0.90934, -1.33485)  0.2843
H (5.67980, -2.54216, -1.87811)  0.3290
C (-3.94480, 2.03586, -0.55943)  -0.6403
C (-2.52527, 1.94532, -1.05667)  -0.0701
O (-1.73873, 0.98368, -0.29147)  -0.8663
P (-1.11328, 1.29270, 1.22363)  1.6566
O (-2.23702, 0.62304, 2.23390)  -0.8361
C (-3.29640, 1.43786, 2.82142)  -0.0625
C (-2.92976, 2.89014, 3.01945)  -0.6603
O (-0.02371, -0.02203, 1.26865)  -0.9363
C (0.14207, -1.06523, 2.35985)  -0.0556
C (1.41754, -0.74906, 3.09770)  -0.6381
H (-4.45515, 1.06762, -0.62803)  0.2270
H (-4.48231, 2.73771, -1.20814)  0.2429
H (-4.00018, 2.41882, 0.46589)  0.2107
H (-2.52202, 1.58207, -2.09506)  0.1909
H (-2.03951, 2.93108, -1.03634)  0.1912
H (-4.17527, 1.32277, 2.17339)  0.1895
H (-3.54215, 0.96135, 3.77872)  0.2111
H (-2.63640, 3.39352, 2.08587)  0.2095
H (-3.80131, 3.39955, 3.44629)  0.2506
H (-2.10432, 2.96903, 3.73573)  0.2277
H (-0.76160, -1.02604, 2.97657)  0.2494
H (0.14495, -2.03592, 1.84604)  0.1775
H (1.22107, 0.03406, 3.83879)  0.2478
H (1.77485, -1.64230, 3.61567)  0.2451
H (2.21389, -0.37986, 2.43676)  0.1973

---

(5)
Below is a structure of composition C14H22CsF9N5O3, with properties calculated with ωB97M-V/def2-TZVPD.

The value obtained for the energy relative to the best compared isomer or geometry (same formula, charge and spin) is 0.0 kcal per mole. As for the LUMO energy: 2.09 eV. As for the total charge: -1. The value obtained for the HOMO energy is -6.0 eV. The value obtained for the molar mass is 612.25 g mol⁻¹. The calculation puts the maximum force at 0.1 eV/A.

Last column: natural (NBO) charge in e.
Atoms and positions in Å:
Cs (0.88565, -0.93797, 0.47549)  0.9474
N (-0.56986, 0.49537, 3.02778)  -0.8475
C (-1.38984, 1.69650, 3.13942)  -0.2165
C (-2.50995, 1.70262, 2.10708)  -0.2134
N (-2.05899, 1.77207, 0.73711)  -0.4533
C (-3.07496, 1.37964, -0.22277)  -0.2079
C (-3.47101, -0.09262, -0.14458)  -0.2186
N (-2.28212, -0.92191, -0.11377)  -0.8562
C (-1.38747, 3.02229, 0.40489)  -0.2205
C (0.11967, 2.88429, 0.24369)  -0.2237
N (0.45645, 2.08523, -0.93198)  -0.8673
H (-1.14379, -0.33539, 3.11387)  0.3556
H (0.14935, 0.46523, 3.73940)  0.3663
H (-0.74367, 2.56608, 2.99944)  0.1887
H (-1.86350, 1.81245, 4.12545)  0.1583
H (-3.19396, 2.54036, 2.35069)  0.1525
H (-3.08342, 0.78129, 2.23392)  0.1961
H (-2.65768, 1.55572, -1.21711)  0.1992
H (-3.98939, 1.99977, -0.14222)  0.1519
H (-4.13698, -0.28624, -0.99843)  0.1666
H (-4.06565, -0.28634, 0.75367)  0.1675
H (-1.66753, -0.65425, -0.87686)  0.3624
H (-2.45947, -1.90756, -0.27591)  0.3931
H (-1.60026, 3.78670, 1.16717)  0.1719
H (-1.80063, 3.41604, -0.53136)  0.1812
H (0.54398, 2.37798, 1.11273)  0.2054
H (0.55766, 3.89346, 0.21319)  0.1630
H (1.47114, 2.01264, -0.97096)  0.4047
H (0.18061, 2.58542, -1.77088)  0.3407
O (3.60736, 2.96513, -0.97663)  -0.6726
C (3.94677, 2.22860, -0.05828)  0.6625
C (5.36068, 2.23406, 0.54138)  -0.5241
C (5.29162, 1.14918, 1.60680)  -0.5226
C (3.83590, 0.67075, 1.51843)  0.6574
O (3.38830, -0.21752, 2.24855)  -0.7075
N (3.14838, 1.31534, 0.55322)  -0.7263
H (5.57375, 3.22888, 0.93460)  0.2155
H (6.07957, 2.03676, -0.25437)  0.2180
H (5.49332, 1.50043, 2.61934)  0.2148
H (5.94847, 0.29893, 1.41954)  0.2180
F (-1.46470, -1.89719, -3.11687)  -0.3262
C (-0.55513, -2.87029, -3.27244)  0.9423
F (-0.86084, -3.50648, -4.42235)  -0.3349
F (0.62946, -2.26041, -3.46405)  -0.3299
C (-0.49916, -3.79154, -1.99905)  0.0524
O (-0.51219, -3.07879, -0.89639)  -0.8904
C (0.80896, -4.65331, -2.10115)  0.9431
F (1.87363, -3.94432, -1.70515)  -0.3221
F (1.08535, -5.11353, -3.34027)  -0.3363
F (0.73824, -5.72728, -1.29541)  -0.3301
C (-1.72719, -4.76999, -2.06414)  0.9429
F (-1.92653, -5.36918, -0.88591)  -0.3185
F (-1.62212, -5.74875, -2.98969)  -0.3370
F (-2.85626, -4.08835, -2.34788)  -0.3359

---

(6)
Below is a structure of composition C14H22I2NO4PtSi2, with properties calculated with ωB97M-V/def2-TZVPD.

Its multiplicity is 3. The value obtained for the energy relative to the best compared isomer or geometry (same formula, charge and spin) is 1.1 kcal per mole. As for the LUMO energy (alpha / beta): 1.47 / -0.36 eV. As for the total charge: -1. The value obtained for the HOMO energy (alpha / beta) is -5.9 / -5.9 eV. The value obtained for the molar mass is 773.39 g mol⁻¹. The calculation puts the maximum force at 0.3 eV/A.

Last column: Mulliken spin population.
Atoms and positions in Å:
Pt (0.01847, -0.54865, -2.11034)  0.6214
O (-6.03996, -1.37768, 1.18239)  0.0001
C (-4.97042, -1.79295, 1.65209)  -0.0001
O (-4.70440, -2.41452, 2.69534)  0.0001
C (-3.73145, -1.52313, 0.74962)  0.0010
C (-2.46958, -1.94905, 1.14373)  0.0006
C (-1.37802, -1.69150, 0.34287)  0.0031
N (-1.49816, -1.03173, -0.81283)  0.0042
C (-2.71733, -0.64703, -1.23024)  -0.0231
C (-3.84642, -0.86920, -0.47314)  -0.0012
C (-2.75607, -0.00548, -2.59384)  0.0110
O (-3.78084, 0.41765, -3.06540)  0.0306
O (-1.59453, 0.02020, -3.21969)  0.1729
H (-2.37481, -2.47824, 2.08252)  0.0000
H (-0.38432, -2.01222, 0.60893)  -0.0108
H (-4.81563, -0.54480, -0.82562)  0.0010
C (-0.91927, 1.60069, 1.14258)  0.0004
Si (0.49375, 1.88218, -0.05406)  0.0145
C (1.85405, 2.80860, 0.85453)  -0.0012
C (-0.08876, 2.92942, -1.48847)  0.0040
C (1.28304, 0.29944, -0.72318)  0.2026
Si (2.20911, -0.88239, 0.42908)  0.0132
C (1.54882, -0.94913, 2.18995)  0.0049
C (2.32144, -2.59489, -0.33576)  -0.0051
C (3.96514, -0.23542, 0.54411)  0.0154
H (-1.20273, 2.56142, 1.58173)  -0.0001
H (-0.63822, 0.93839, 1.96216)  -0.0003
H (-1.81164, 1.19095, 0.66687)  -0.0006
H (1.49192, 3.80017, 1.13893)  -0.0005
H (2.73242, 2.94042, 0.21843)  0.0022
H (2.16354, 2.29366, 1.76672)  0.0002
H (-0.40749, 3.91133, -1.12883)  0.0003
H (-0.92708, 2.47255, -2.01810)  0.0005
H (0.72072, 3.07689, -2.20781)  -0.0006
H (2.11390, 0.69091, -1.32194)  -0.0376
H (0.47043, -1.06569, 2.27821)  -0.0011
H (1.82017, -0.02432, 2.70575)  -0.0003
H (2.01883, -1.77332, 2.73310)  0.0006
H (1.35827, -3.06549, -0.54026)  -0.0015
H (2.89914, -3.27025, 0.30062)  0.0001
H (2.84446, -2.50100, -1.29155)  0.0044
H (4.01354, 0.73345, 1.04466)  -0.0019
H (4.40373, -0.12065, -0.44847)  -0.0009
H (4.58035, -0.94054, 1.11075)  0.0025
I (1.77135, -0.25585, -3.99563)  0.2817
I (3.96052, 1.99682, -3.24052)  0.6935